Here is C55H55BrN4O2SSbSiTi as an isolated structure at a distorted geometry from the Open Molecules 2025 dataset. Energies are from ωB97M-V/def2-TZVPD.

Cartesian coordinates (Å):
Ti1 0.3328 0.5359 0.4151
Br1 -0.4201 7.9367 4.5331
C1 -0.4459 6.2127 5.3617
C2 -1.4544 5.9065 6.2638
C3 -1.4833 4.6633 6.8494
C4 -0.5139 3.6888 6.5363
C5 0.4958 4.0447 5.6139
C6 0.5356 5.2900 5.0385
N1 -0.4981 2.5390 7.2507
N2 0.0470 1.4451 6.8847
C7 0.2195 1.0332 5.6160
C8 1.2519 0.0918 5.4217
C9 1.6407 -0.3471 4.1782
C10 0.9852 0.1174 3.0252
O1 1.2808 -0.2469 1.7903
C11 -0.1189 0.9820 3.1841
N3 -0.7616 1.3084 2.0148
C12 -1.8701 2.0428 2.1033
C13 -2.4316 2.4148 3.3098
C14 -1.7903 2.0877 4.5038
C15 -0.5705 1.4128 4.4660
H1 -2.2064 6.6438 6.5072
H2 -2.2628 4.4075 7.5519
H3 1.2663 3.3286 5.3705
H4 1.3158 5.5442 4.3343
H5 1.7830 -0.2224 6.3073
H6 2.4642 -1.0410 4.0746
H7 -2.3468 2.3208 1.1731
H8 -3.3744 2.9419 3.3154
H9 -2.2547 2.3329 5.4458
C16 -1.2372 0.9930 -0.9926
Si1 -2.6203 -0.2375 -1.0536
C17 -1.7798 -1.8795 -0.5002
N4 -0.8940 -1.6686 0.6562
C18 -1.6815 -1.7003 1.9118
C19 -1.4062 -2.9128 2.8044
C20 -1.4471 -4.1932 1.9801
C21 -0.3800 -4.1324 0.8761
C22 0.1502 -2.7004 0.6928
C23 -4.0951 0.3274 0.0175
C24 -4.8173 -0.4945 0.8730
C25 -5.8145 0.0091 1.6911
C26 -6.1312 1.3560 1.6500
C27 -5.4639 2.1850 0.7625
C28 -4.4615 1.6697 -0.0376
C29 -3.3692 -0.5318 -2.7904
C30 -2.5489 -0.9356 -3.8424
C31 -3.0230 -1.0088 -5.1398
C32 -4.3390 -0.6769 -5.4195
C33 -5.1717 -0.2742 -4.3887
C34 -4.6876 -0.2024 -3.0943
H10 -1.5723 2.0321 -0.9150
H11 -0.6658 0.9317 -1.9293
H12 -1.1577 -2.1889 -1.3431
H13 -2.4825 -2.7004 -0.3088
H14 -2.7418 -1.6939 1.6550
H15 -1.4953 -0.8008 2.5021
H16 -2.1629 -2.9357 3.5909
H17 -0.4345 -2.8112 3.2895
H18 -2.4438 -4.2943 1.5431
H19 -1.2862 -5.0616 2.6221
H20 -0.7860 -4.5045 -0.0659
H21 0.4691 -4.7680 1.1331
H22 0.7198 -2.6329 -0.2424
H23 0.8311 -2.4534 1.5133
H24 -4.6159 -1.5575 0.8915
H25 -6.3534 -0.6506 2.3600
H26 -6.9033 1.7561 2.2938
H27 -5.7266 3.2330 0.6992
H28 -3.9521 2.3182 -0.7354
H29 -1.5188 -1.1939 -3.6396
H30 -2.3656 -1.3225 -5.9398
H31 -4.7109 -0.7243 -6.4356
H32 -6.2008 -0.0117 -4.5990
H33 -5.3467 0.1165 -2.2986
C35 1.7939 3.9939 1.2470
C36 2.1089 2.9395 0.1753
C37 2.2590 3.5951 -1.2057
O2 1.1094 2.0034 0.1461
H34 2.5792 4.7450 1.2854
H35 1.6950 3.5101 2.2192
H36 0.8483 4.4776 1.0056
H37 3.0660 2.4396 0.4350
H38 1.3295 4.0977 -1.4668
H39 2.4619 2.8279 -1.9518
H40 3.0679 4.3219 -1.1984
S1 1.6141 -0.3997 -1.4752
Sb1 2.9297 -1.7759 -2.8275
C38 3.0876 -0.2783 -4.3845
C39 4.3069 0.3027 -4.6904
C40 4.3781 1.3544 -5.5902
C41 3.2256 1.8333 -6.1903
C42 2.0022 1.2644 -5.8756
C43 1.9348 0.2155 -4.9739
C44 5.0645 -1.6901 -1.9035
C45 6.0839 -2.3864 -2.5452
C46 7.1479 -2.9037 -1.8275
C47 7.1893 -2.7601 -0.4494
C48 6.1670 -2.0869 0.2025
C49 5.1050 -1.5710 -0.5188
C50 1.3135 -3.3029 -3.6696
C51 1.0415 -3.5237 -5.0116
C52 0.5536 -4.7520 -5.4326
C53 0.3504 -5.7761 -4.5232
C54 0.6251 -5.5663 -3.1802
C55 1.1209 -4.3450 -2.7691
H41 5.2087 -0.0619 -4.2159
H42 5.3331 1.8112 -5.8163
H43 3.2791 2.6550 -6.8927
H44 1.0968 1.6513 -6.3247
H45 0.9765 -0.2134 -4.7119
H46 6.0467 -2.5226 -3.6208
H47 7.9373 -3.4408 -2.3399
H48 8.0079 -3.1862 0.1156
H49 6.1907 -1.9837 1.2798
H50 4.2926 -1.0613 -0.0095
H51 1.1988 -2.7316 -5.7334
H52 0.3358 -4.9144 -6.4807
H53 -0.0047 -6.7412 -4.8581
H54 0.4725 -6.3602 -2.4601
H55 1.3746 -4.1923 -1.7247

Results
Kohn-Sham gap (alpha / beta)	5.04 / 5.72	eV
calculated total energy	-186392.4782	eV
spin multiplicity	3
charge	-1
maximum force	2.8	eV/Å

Atomic partial charges in e from the Löwdin method, atoms 1 to 2: 0.792 0.656